1.
Here is C31H41I2MnN3OP2 as an isolated structure from OMol25. Energies are from ωB97M-V with the def2-TZVPD basis set.

The geometry in XYZ format:
```
81
Properties=species:S:1:pos:R:3:mulliken_spin:R:1
C -0.629 -2.925 -1.529 0.02
I -6.992 -0.690 3.537 0.00
C 5.609 -3.684 -2.682 0.00
Mn -0.313 0.050 1.018 4.08
H -2.249 -2.569 0.733 0.01
P 0.525 -2.068 0.794 -0.05
H 1.822 -3.759 1.986 0.00
H 3.913 1.301 1.320 0.00
H -0.771 -1.839 -1.529 0.00
C -1.773 -3.545 0.626 -0.01
H 5.916 -0.298 -2.481 0.00
H 0.283 -5.237 0.906 0.00
C -4.381 -0.320 1.956 -0.03
C 4.476 -3.870 -1.937 0.00
P 1.708 0.894 0.354 -0.16
C -2.816 0.268 4.219 0.02
H -1.022 4.536 -2.154 -0.01
H 1.883 3.853 0.762 0.00
H 4.055 -4.854 -1.778 0.00
H 0.288 3.337 0.177 0.03
C 1.945 2.356 -0.824 -0.04
C -2.992 -0.062 1.833 0.06
C 3.824 -2.755 -1.372 0.00
H 0.245 -3.143 -2.145 0.00
H -1.503 -3.388 -1.992 0.00
H -2.510 -0.293 -1.396 -0.01
C 2.078 -1.864 -0.185 0.00
C -4.943 -0.280 3.250 0.02
H -1.983 2.765 0.938 -0.02
H -4.938 -0.780 -1.357 0.00
C 6.136 -2.393 -2.880 0.00
H -4.468 4.327 -0.652 0.00
C 2.595 -0.549 -0.408 0.02
C -4.180 0.015 4.352 -0.01
H 1.294 4.416 -0.802 -0.01
C 0.219 -4.829 -0.105 0.00
H -3.976 4.721 0.999 0.00
H 3.964 3.006 -0.342 0.00
I -1.617 0.724 5.879 0.00
H 6.108 -4.537 -3.123 0.00
C 2.896 1.264 1.708 0.04
H 1.047 2.852 -2.743 0.00
H -1.653 -3.978 1.621 0.00
C -3.047 -0.315 -0.456 0.10
N -2.335 -0.075 0.632 0.02
C 3.380 2.711 -1.216 0.01
O -0.908 0.449 2.818 0.02
H 7.033 -2.271 -3.474 0.00
C -0.425 -3.440 -0.096 -0.03
C 1.178 -2.931 2.279 0.02
H -3.923 5.971 -0.259 0.00
C 1.122 1.997 -2.066 0.03
H -1.653 5.137 0.212 0.02
H 1.582 1.168 -2.611 0.01
C -5.086 -0.591 0.764 0.02
H -6.147 -0.795 0.798 0.00
H -2.731 4.252 -2.513 0.00
H 1.736 -2.217 2.883 0.00
H 3.358 3.558 -1.909 0.00
H -2.372 2.345 -0.831 0.09
C 5.524 -1.296 -2.337 0.00
N 3.718 -0.374 -1.062 -0.01
H -2.448 -4.195 0.063 0.00
H 0.338 -3.297 2.869 0.00
C 1.315 3.559 -0.122 -0.07
C -2.041 4.816 -1.881 0.02
H 2.815 0.479 2.460 -0.01
C -2.173 0.233 2.982 -0.09
H 0.111 1.698 -1.772 0.00
H -2.176 5.878 -2.092 0.00
C -2.314 4.519 -0.406 0.07
H -0.409 -5.506 -0.693 0.00
C -3.765 4.910 -0.054 0.09
H 2.630 2.211 2.176 0.00
C -2.090 3.084 -0.092 0.83
N 2.697 -2.928 -0.639 -0.01
C 4.346 -1.457 -1.579 0.00
H 3.876 1.879 -1.697 0.00
H 1.212 -4.807 -0.536 0.00
H -4.632 0.048 5.333 0.00
C -4.416 -0.582 -0.430 -0.04
```

Properties
frontier orbital gap (alpha / beta) = 0.22492 / 0.17661 Ha
net charge = 0
multiplicity = 6
HOMO level (alpha / beta) = -6.74 / -5.53 eV

=====

2.
Here is C4H10O3 as an isolated structure from OMol25. Energies are from ωB97M-V with the def2-TZVPD basis set.

The geometry in XYZ format:
```
17
Properties=species:S:1:pos:R:3:mulliken_charge:R:1
H -0.840 1.768 1.692 0.34
H 1.837 0.303 -1.187 0.37
H 0.328 1.132 -1.506 0.30
H -2.407 -1.308 0.247 0.37
H 3.316 0.335 0.981 0.30
C -0.523 0.095 0.833 -0.02
H -2.550 0.401 -0.313 0.36
C 0.223 -0.571 -0.166 0.24
H 0.612 -0.434 -2.267 0.38
H -0.723 -0.423 1.765 0.43
H -1.837 -0.810 -1.368 0.37
C -1.955 -0.508 -0.332 -1.22
C 0.768 0.147 -1.360 -1.27
O -0.510 1.445 0.847 -0.46
O 1.648 -0.574 1.157 -0.51
O 2.415 0.653 1.128 -0.37
H 0.197 -1.652 -0.154 0.41
```

Properties
relative energy (zero: lowest compared OMol25 entry of this formula, charge and spin) = 161.5 kcal per mole
frontier orbital gap = 0.31484 Ha
net charge = 0
HOMO level = -7.88 eV

=====

3.
Here is C4H2LiO2Zn as an isolated structure from OMol25. Energies are from ωB97M-V with the def2-TZVPD basis set.

The geometry in XYZ format:
```
10
Properties=species:S:1:pos:R:3:mulliken_charge:R:1
H -1.949 0.925 1.913 0.55
O -0.140 -1.496 -1.001 -0.45
C -1.005 1.108 1.391 -0.43
C -0.325 2.163 1.654 0.48
Li 1.579 4.426 1.577 0.97
C -0.006 -1.808 -2.213 0.38
Zn -0.342 -0.241 0.141 0.04
O 0.347 3.098 1.959 -0.60
C 0.114 -2.036 -3.405 -0.36
H 0.264 -2.227 -4.450 0.41
```

Properties
relative energy (zero: lowest compared OMol25 entry of this formula, charge and spin) = 0.0 kcal per mole
frontier orbital gap = 0.23605 Ha
net charge = +1
HOMO level = -11.23 eV